Arrangement a

Below is a gas-phase ion, C4H10NO (charge -1), with properties calculated with wB97M-V/def2-TZVPD.

Its multiplicity is 1. The value obtained for the HOMO energy is -2.2 eV. The charge is -1. As for the SMILES: C[C@@H](N)CC[O-].

Last column: Löwdin charge in e.
CARTESIAN COORDINATES (ANGSTROEM)
H -0.735 -1.465 0.803  0.08
O 2.301 -0.447 -0.114  -0.37
C -0.108 -0.926 0.082  -0.19
H 0.422 0.824 1.126  0.13
H 0.099 2.454 -0.679  0.06
H 0.953 1.020 -1.251  0.06
H -2.360 0.587 0.243  0.05
H -0.669 1.270 -1.754  0.06
C 1.390 -1.426 0.065  -0.53
H 1.414 -2.171 -0.763  0.06
H 1.537 -1.933 1.056  0.07
C -0.300 0.588 0.341  -0.49
N -1.641 0.906 0.885  -0.01
H -1.765 0.429 1.769  0.04
C -0.012 1.391 -0.890  -0.11
H -0.526 -1.100 -0.919  0.08

Arrangement b

Below is a gas-phase ion, C4H10NO (charge -1), with properties calculated with wB97M-V/def2-TZVPD.

Its multiplicity is 1. The value obtained for the HOMO energy is -2.8 eV. The charge is -1. As for the SMILES: CCCNC[O-].

Last column: Löwdin charge in e.
CARTESIAN COORDINATES (ANGSTROEM)
H -1.123 -1.352 -2.229  0.06
C 0.621 -0.475 -0.063  -0.37
O 1.309 0.694 3.131  -0.29
H 1.422 0.274 -0.240  0.10
H 0.627 1.446 1.328  0.06
H 0.913 -1.341 -0.686  0.09
H -0.631 0.785 2.444  0.06
H -0.637 1.189 -0.604  0.09
C 0.447 0.737 2.188  -0.55
H -1.699 0.251 -2.592  0.06
N 0.419 -0.710 1.330  -0.09
C -0.655 0.103 -0.707  -0.28
H 1.295 -1.002 1.754  0.05
H 0.047 -0.076 -2.766  0.06
H -1.510 -0.216 -0.116  0.09
C -0.846 -0.306 -2.173  -0.14

Arrangement c

Below is a molecular structure, C4H10NO, with properties calculated with wB97M-V/def2-TZVPD.

Its multiplicity is 1. The value obtained for the HOMO energy is -2.3 eV. The charge is -1.

Last column: Löwdin charge in e.
CARTESIAN COORDINATES (ANGSTROEM)
C 2.038 -0.312 -0.821  -0.15
H 2.498 -0.022 0.130  0.05
H 0.507 1.217 -0.820  0.10
C -0.191 -0.370 0.390  -0.60
H -0.415 -1.550 0.154  0.16
H 2.107 -1.406 -0.855  0.06
C 0.583 0.125 -0.818  -0.25
H -2.122 -0.902 1.075  0.10
H 2.612 0.130 -1.662  0.06
C -1.598 -0.740 0.110  -0.39
H 0.070 -0.200 -1.725  0.09
H -1.866 2.604 1.175  0.03
H -2.215 1.993 0.894  0.02
H -0.120 0.583 2.096  -0.08
N 0.273 -0.252 1.663  -0.09
O -2.162 -0.900 -0.985  -0.12

Arrangement d

Below is a molecular structure, C4H10NO, with properties calculated with wB97M-V/def2-TZVPD.

Its multiplicity is 1. The value obtained for the HOMO energy is -2.4 eV. The charge is -1.

Last column: Löwdin charge in e.
CARTESIAN COORDINATES (ANGSTROEM)
H -1.132 -2.041 -0.310  0.07
H -2.552 -1.411 -1.093  0.05
H 0.590 -1.073 1.302  0.05
C -0.186 0.615 0.315  -0.40
H -0.058 1.659 0.656  0.11
H -1.364 0.963 -0.232  0.09
C -1.581 -1.100 -0.689  -0.22
C 0.954 0.625 -0.870  -0.51
H -0.354 -0.132 2.252  0.05
C 0.506 -0.021 1.581  -0.11
H 1.212 1.664 -1.164  0.07
H 0.423 0.258 -1.800  0.06
O 2.039 -0.059 -0.514  -0.35
H 1.428 0.509 1.764  0.06
N -1.645 -0.008 0.256  -0.09
H -0.992 -0.967 -1.613  0.05

The data favor arrangement a; the next most stable structure lies 3.3 kcal/mol above it.

Arrangement a

Below is a gas-phase ion, C4H10NO (charge -1), with properties calculated with wB97M-V/def2-TZVPD.

Its multiplicity is 1. The value obtained for the HOMO energy is -2.5 eV. The charge is -1. As for the SMILES: CC(C)NC[O-].

Last column: Löwdin charge in e.
CARTESIAN COORDINATES (ANGSTROEM)
C 0.318 -1.459 -0.958  -0.07
H -1.592 0.535 -1.282  0.06
H -1.923 1.710 -0.011  0.08
O -0.002 1.751 -0.741  -0.32
H -0.839 0.524 1.462  0.07
H -0.578 -1.949 -1.321  0.05
C -1.083 1.059 -0.458  -0.60
N -0.958 -0.029 0.612  -0.07
H 1.222 -2.043 -1.053  0.05
H 0.408 -0.468 -1.415  0.06
C 1.484 -0.340 1.018  -0.11
H -0.108 -1.689 1.328  0.10
H 1.332 -0.399 2.122  0.06
H 1.598 0.689 0.677  0.06
H 2.398 -0.895 0.769  0.05
C 0.174 -0.986 0.545  -0.46

Arrangement b

Below is 2 unconnected molecules or ions with the total composition C4H10NO, with properties calculated with wB97M-V/def2-TZVPD.

Its multiplicity is 1. The value obtained for the HOMO energy is -2.7 eV. The charge is -1.

Last column: Löwdin charge in e.
CARTESIAN COORDINATES (ANGSTROEM)
H -2.316 1.551 -0.049  0.06
C -1.538 1.057 0.593  -0.14
H 2.765 1.181 -0.414  0.04
C -1.441 -0.470 0.347  -0.36
N -1.273 -0.818 -1.071  -0.06
H -1.792 1.245 1.705  0.08
H -0.546 -0.823 0.897  0.08
H 2.896 -0.582 0.131  0.04
C -0.010 -0.901 -1.373  -0.07
H -2.372 -0.969 0.707  0.08
O 1.188 0.354 0.784  -0.44
H -0.572 1.458 0.332  0.03
H 3.266 0.716 1.178  0.03
H 0.755 -0.760 -0.583  0.03
C 2.502 0.446 0.388  -0.43
H 0.237 -0.919 -2.409  0.03

The data favor arrangement a; the next most stable structure lies 22.3 kcal/mol above it.

Arrangement a

Below is a single C4H4N2O2S molecule, with properties calculated with wB97M-V/def2-TZVPD.

Its multiplicity is 1. The value obtained for the HOMO energy is -9.3 eV. As for the SMILES: [O-]/[N+](=N\O)c1cccs1.

Last column: Löwdin charge in e.
CARTESIAN COORDINATES (ANGSTROEM)
H -2.280 -2.022 -0.268  0.06
H -2.496 0.277 -0.073  0.08
O 2.488 1.310 -0.051  -0.01
N 2.259 0.100 -0.058  -0.31
C -0.367 0.595 -0.051  -0.11
C 0.675 -0.307 0.032  -0.42
H -0.332 1.625 -0.116  0.10
O 4.336 -0.555 0.094  -0.01
H 4.685 0.315 -0.199  0.12
N 3.016 -0.876 -0.020  0.00
C -1.549 -0.080 -0.029  -0.19
S 0.259 -1.953 -0.030  1.06
C -1.401 -1.445 -0.157  -0.37

Arrangement b

Below is a single C4H4N2O2S molecule, with properties calculated with wB97M-V/def2-TZVPD.

Its multiplicity is 1. The value obtained for the HOMO energy (spin up / spin down) is -8.8 / -8.8 eV.

Last column: Löwdin charge in e.
CARTESIAN COORDINATES (ANGSTROEM)
C 0.327 0.228 1.028  -0.40
O 3.724 -2.941 -1.332  0.03
N -0.049 -2.802 -0.390  -0.11
S 2.185 0.070 0.595  0.94
H -0.145 -0.367 1.864  0.11
O 0.345 -3.926 -0.424  0.04
H 0.310 1.263 1.209  0.04
H -1.493 -0.032 -0.040  0.12
C -0.444 -0.282 -0.201  -0.22
C 2.258 -1.384 -0.337  -0.44
C 0.048 -1.634 -0.441  -0.10
H 0.024 0.423 -0.979  0.13
N 3.022 -2.181 -0.709  -0.14

The data favor arrangement a; the next most stable structure lies 42.8 kcal/mol above it.

Arrangement a

Below is 2 unconnected molecules or ions with the total composition C4H12, with properties calculated with wB97M-V/def2-TZVPD.

The expectation value of S² is 0.750. Its multiplicity is 2. The value obtained for the HOMO energy (spin up / spin down) is 1.6 / -6.5 eV. The charge is -1.

Last column: Löwdin charge in e.
CARTESIAN COORDINATES (ANGSTROEM)
H -0.372 -2.399 -0.284  0.00
C -1.444 -0.497 -0.050  -0.29
H -1.139 0.356 0.593  0.02
C -1.120 -1.997 0.285  -0.24
H 1.509 -0.014 -1.109  0.03
H 0.593 1.499 1.311  0.01
C 1.470 1.404 0.547  -0.46
H 1.907 0.600 1.223  0.02
H -2.620 -0.424 -0.001  0.07
H -2.091 -2.570 0.377  0.06
H -1.137 -0.256 -1.059  0.02
H 1.805 1.707 -1.649  0.05
H 1.763 2.363 0.612  -0.05
C 1.303 1.012 -0.945  -0.26
H -0.695 -1.910 1.294  0.03
H 0.269 1.126 -1.146  0.00

Arrangement b

Below is 2 unconnected molecules or ions with the total composition C4H12, with properties calculated with wB97M-V/def2-TZVPD.

The expectation value of S² is 0.750. Its multiplicity is 2. The value obtained for the HOMO energy (spin up / spin down) is 1.5 / -7.8 eV. The charge is -1.

Last column: Löwdin charge in e.
CARTESIAN COORDINATES (ANGSTROEM)
C -2.576 -0.560 0.843  -0.30
C -1.385 0.031 1.559  -0.32
H -1.289 1.123 1.511  0.03
H 3.177 -0.666 -1.562  0.03
H 1.940 1.246 -2.382  0.02
H -1.177 -0.357 2.552  0.03
H 3.068 0.314 -0.118  0.03
C 2.467 -0.228 -0.858  -0.36
H -3.515 -0.603 1.405  0.04
H -0.478 -0.200 0.987  0.03
H -2.406 -1.626 0.677  0.03
H -2.745 -0.088 -0.124  0.04
H 1.141 1.458 -0.765  0.02
H 1.938 -0.984 -0.273  0.02
C 1.484 0.759 -1.518  -0.36
H 0.636 0.175 -1.889  0.02

Arrangement c

Below is 2 unconnected molecules or ions with the total composition C4H12, with properties calculated with wB97M-V/def2-TZVPD.

The expectation value of S² is 0.750. Its multiplicity is 2. The value obtained for the HOMO energy (spin up / spin down) is 1.5 / -7.1 eV. The charge is -1.

Last column: Löwdin charge in e.
CARTESIAN COORDINATES (ANGSTROEM)
H 2.651 0.888 -1.813  0.06
C -1.292 0.006 1.871  -0.27
H 0.167 1.548 -2.438  0.01
C -0.906 -1.353 1.466  -0.28
C 0.440 0.577 -1.970  -0.47
H 1.733 1.577 -0.423  0.03
H -0.513 -0.054 -1.717  0.05
H -0.446 -1.970 2.205  0.05
H -0.933 0.133 2.889  0.04
H -0.374 -1.263 0.613  -0.01
H 0.691 0.003 -2.899  0.00
H 1.879 -0.150 -0.795  -0.01
H -0.808 0.889 1.306  0.07
H -1.669 -1.945 1.029  0.04
H -2.309 0.325 1.840  0.03
C 1.688 0.788 -1.165  -0.36

The data favor arrangement b; the next most stable structure lies 29.4 kcal/mol above it.

Arrangement a

Below is 2 unconnected molecules or ions with the total composition C4H12, with properties calculated with wB97M-V/def2-TZVPD.

The expectation value of S² is 0.750. Its multiplicity is 2. The value obtained for the HOMO energy (spin up / spin down) is 1.5 / -7.3 eV. The charge is -1.

Last column: Löwdin charge in e.
CARTESIAN COORDINATES (ANGSTROEM)
H -0.083 0.057 -1.138  0.05
H -1.544 -2.544 -2.149  0.02
H 2.368 1.367 1.117  0.05
C 0.462 1.338 2.370  -0.31
H 0.686 -1.494 -1.801  0.00
H -0.103 -1.577 -0.401  -0.01
H 1.104 0.331 0.456  0.05
H -2.337 -1.234 -1.331  0.01
H 1.237 0.827 3.129  0.09
H -0.477 0.724 2.140  0.05
C -1.598 -1.441 -2.098  -0.31
H 0.210 2.346 2.699  0.03
H -1.831 -0.998 -3.122  0.05
C 1.232 1.326 1.083  -0.36
H 0.908 2.070 0.396  0.01
C -0.233 -1.098 -1.350  -0.43

Arrangement b

Below is 2 unconnected molecules or ions with the total composition C4H12, with properties calculated with wB97M-V/def2-TZVPD.

The expectation value of S² is 0.750. Its multiplicity is 2. The value obtained for the HOMO energy (spin up / spin down) is 1.6 / -7.7 eV. The charge is -1.

Last column: Löwdin charge in e.
CARTESIAN COORDINATES (ANGSTROEM)
C -2.150 0.069 0.835  -0.29
H -1.923 -1.431 2.497  0.04
H -0.456 -0.383 2.023  0.03
H 0.601 0.465 -0.695  0.01
C 1.244 -0.251 -1.198  -0.37
H -2.417 1.128 0.959  0.03
H 2.603 1.475 -1.312  0.02
C -1.528 -0.479 2.149  -0.29
H 2.177 0.825 -2.860  0.03
H 0.771 -0.861 -1.966  0.03
H 3.353 -0.022 -1.817  0.03
C 2.413 0.532 -1.833  -0.36
H -1.830 0.150 2.957  0.02
H 1.636 -0.906 -0.425  0.01
H -3.026 -0.557 0.678  0.04
H -1.468 0.246 0.008  0.02

The data favor arrangement b; the next most stable structure lies 12.8 kcal/mol above it.